# 1
Below is 2 unconnected molecules or ions with the total composition C5H11NO in a non-equilibrium geometry, with properties calculated with ωB97M-V/def2-TZVPD.

```
18
Properties=species:S:1:pos:R:3:lowdin_charge:R:1
C -1.176 -1.029 -1.328 -0.059
C -0.600 0.065 -0.443 -0.496
C -1.174 -0.030 0.945 -0.078
N 0.834 -0.060 -0.277 0.023
C 1.241 0.568 1.818 0.151
C 1.562 0.480 -1.334 -0.371
O 1.092 0.903 -2.384 0.000
H -0.908 -2.014 -0.929 0.083
H -2.270 -0.945 -1.348 0.082
H -0.767 -0.902 -2.328 0.070
H -0.825 1.044 -0.883 0.139
H -0.521 0.649 1.490 0.010
H -2.211 0.291 1.032 0.092
H -1.044 -1.036 1.366 0.100
H 0.697 0.762 2.776 0.064
H 1.773 -0.358 1.824 0.037
H 1.670 1.454 1.405 0.034
H 2.658 0.441 -1.203 0.118
```

E_tot ... -326.956954 Ha
Relative energy (zero: lowest compared OMol25 entry of this formula, charge and spin) ... 4.745 eV
HOMO (spin up / spin down) ... -9.047 / -9.047 eV
E_LUMO (spin up / spin down) ... -1.1908 / -1.1917 eV

***

# 2
Below is a single C5H11NO molecule, with properties calculated with ωB97M-V/def2-TZVPD.

```
18
Properties=species:S:1:pos:R:3:lowdin_charge:R:1
C -1.820 -1.195 1.875 -0.069
N -1.275 -0.496 0.734 0.008
C -0.002 -0.030 0.614 -0.493
O 0.802 0.022 1.532 0.056
C 0.352 0.400 -0.812 -0.363
C 0.803 1.856 -0.810 -0.066
C 1.444 -0.541 -1.321 -0.065
H -2.036 -2.237 1.611 0.083
H -2.748 -0.722 2.216 0.081
H -1.090 -1.180 2.686 0.085
H -1.811 -0.500 -0.117 0.124
H -0.526 0.300 -1.467 0.126
H 1.592 1.983 -0.064 0.085
H -0.026 2.524 -0.554 0.083
H 1.187 2.146 -1.794 0.079
H 1.804 -0.227 -2.307 0.079
H 2.279 -0.534 -0.615 0.086
H 1.072 -1.569 -1.406 0.083
```

Structure (SMILES) ... CNC(=O)C(C)C
E_tot ... -327.126955 Ha
Relative energy (zero: lowest compared OMol25 entry of this formula, charge and spin) ... 0.119 eV
HOMO ... -9.617 eV
E_LUMO ... 0.8649 eV

***

# 3
Below is a molecular structure, C5H11NO in a non-equilibrium geometry, with properties calculated with ωB97M-V/def2-TZVPD.

```
18
Properties=species:S:1:pos:R:3:lowdin_charge:R:1
C 1.152 0.248 0.753 -0.228
C 1.627 0.739 -0.541 -0.416
C 1.290 -1.203 1.128 -0.103
C -2.238 -0.651 -0.188 -0.121
C -1.006 0.140 -0.477 -0.197
O 1.453 1.899 -0.989 -0.089
N -1.189 1.248 -1.118 0.095
H -0.374 1.868 -1.255 0.076
H 0.562 0.929 1.352 0.118
H -2.076 1.511 -1.560 0.110
H 2.030 -0.056 -1.196 0.139
H 2.427 0.706 0.715 0.202
H 0.339 -1.715 0.992 0.061
H 2.030 -1.711 0.508 0.079
H 1.599 -1.319 2.168 0.074
H -3.157 -0.236 -0.626 0.057
H -2.101 -1.667 -0.561 0.068
H -2.369 -0.731 0.894 0.073
```

E_tot ... -326.952720 Ha
Relative energy (zero: lowest compared OMol25 entry of this formula, charge and spin) ... 4.861 eV
HOMO ... -7.514 eV
E_LUMO ... 1.1015 eV

***

# 4
Below is 2 unconnected molecules or ions with the total composition C5H11NO in a non-equilibrium geometry, with properties calculated with ωB97M-V/def2-TZVPD.

```
18
Properties=species:S:1:pos:R:3:lowdin_charge:R:1
O -1.085 -1.083 -1.933 0.103
C -0.198 -0.256 -1.870 -0.282
N 1.177 0.189 -0.896 0.175
C -0.076 0.728 -0.665 -0.353
C -0.902 0.372 0.574 -0.379
C -0.589 -1.009 1.141 -0.074
C -2.412 0.537 0.359 -0.065
H 0.304 -0.168 -2.841 0.136
H 7.090 -0.279 0.883 0.000
H -0.086 1.770 -1.032 0.143
H 7.085 0.163 0.277 0.000
H -0.501 1.097 1.294 0.140
H -1.013 -1.027 2.148 0.081
H -0.939 -1.864 0.579 0.078
H 0.500 -1.057 1.217 0.073
H -2.740 1.556 0.093 0.079
H -2.952 0.270 1.258 0.078
H -2.662 0.060 -0.586 0.067
```

E_tot ... -326.871949 Ha
Relative energy (zero: lowest compared OMol25 entry of this formula, charge and spin) ... 7.059 eV
HOMO ... -8.889 eV
E_LUMO ... -1.8518 eV